{"formula": "C30H34AlNO9", "method": "wB97M-V/def2-TZVPD", "elements": ["C", "C", "C", "C", "H", "H", "C", "H", "H", "C", "H", "H", "C", "C", "C", "O", "O", "O", "O", "C", "H", "H", "H", "C", "H", "H", "H", "O", "H", "H", "C", "C", "H", "H", "H", "H", "H", "H", "Al", "C", "C", "C", "H", "C", "C", "H", "H", "H", "H", "C", "C", "C", "H", "C", "C", "H", "H", "H", "H", "O", "C", "O", "C", "C", "C", "C", "C", "C", "N", "O", "O", "H", "H", "H", "H"], "positions_angstrom": [[-3.640, 1.977, -3.014], [-2.163, 1.755, -2.652], [-4.395, 0.708, -2.569], [-3.309, -0.381, -2.497], [-5.150, 0.479, -3.327], [-4.895, 0.881, -1.609], [-1.953, 0.256, -2.874], [-2.036, 2.004, -1.587], [-1.498, 2.391, -3.250], [-0.888, -0.398, -2.003], [-1.742, 0.079, -3.938], [-3.546, -1.173, -3.223], [-2.999, -1.070, -1.117], [-4.219, 3.288, -2.513], [-3.809, 2.239, -4.515], [-4.608, 1.695, -5.250], [-3.705, 4.005, -1.679], [-5.348, 3.616, -3.177], [-3.014, 3.241, -4.939], [-3.309, 3.732, -6.254], [-2.588, 4.530, -6.423], [-4.336, 4.123, -6.285], [-3.197, 2.934, -6.999], [-5.876, 4.893, -2.813], [-6.095, 4.938, -1.739], [-6.788, 4.999, -3.397], [-5.167, 5.691, -3.072], [-1.517, -1.094, -0.924], [-0.164, 0.325, -1.592], [-0.327, -1.144, -2.592], [-3.561, -2.495, -1.160], [-3.551, -0.342, 0.112], [-4.651, -0.349, 0.118], [-3.188, 0.696, 0.140], [-3.201, -0.863, 1.017], [-3.252, -3.081, -0.284], [-3.251, -3.019, -2.077], [-4.663, -2.441, -1.161], [1.666, -1.001, 1.667], [3.533, -1.748, 0.682], [2.295, -1.733, -0.119], [2.393, -0.541, -0.951], [1.686, -2.612, -0.352], [3.610, 0.102, -0.680], [4.331, -0.646, 0.282], [5.359, -0.460, 0.595], [3.904, -2.622, 1.217], [1.692, -0.284, -1.735], [3.971, 1.002, -1.170], [0.930, 0.370, 2.979], [2.395, 0.576, 2.987], [2.662, 1.690, 2.134], [3.058, 0.235, 3.785], [1.455, 2.088, 1.521], [0.386, 1.321, 2.026], [-0.676, 1.470, 1.844], [0.367, -0.122, 3.771], [3.621, 2.198, 2.041], [1.362, 2.913, 0.817], [1.515, -3.588, 4.546], [2.353, -2.953, 3.925], [2.084, -2.224, 2.854], [3.790, -3.012, 4.382], [4.755, -2.051, 4.019], [6.065, -2.153, 4.477], [6.431, -3.200, 5.340], [5.468, -4.152, 5.737], [4.163, -4.044, 5.270], [7.787, -3.324, 5.774], [8.629, -2.478, 5.392], [8.090, -4.283, 6.520], [4.472, -1.217, 3.379], [6.813, -1.433, 4.165], [5.778, -4.955, 6.396], [3.405, -4.756, 5.599]], "de_lowest_kj_mol": 131.90, "charge": -2, "homo_lumo_gap_ev": [3.11, 1.53], "spin_multiplicity": 1}



{"formula": "C30H34BaN4O6P4Se2Te", "method": "wB97M-V/def2-TZVPD", "elements": ["Ba", "N", "C", "C", "P", "O", "O", "O", "P", "O", "O", "O", "H", "H", "H", "H", "H", "H", "H", "H", "Se", "P", "C", "C", "C", "C", "C", "C", "C", "C", "C", "C", "C", "C", "C", "C", "N", "N", "N", "P", "Se", "C", "C", "C", "C", "C", "C", "C", "C", "C", "C", "C", "C", "H", "H", "H", "H", "H", "H", "H", "H", "H", "H", "H", "H", "H", "H", "H", "H", "H", "H", "H", "H", "C", "Te", "C", "H", "H", "H", "H", "H", "H"], "positions_angstrom": [[-0.385, -0.248, -0.195], [-0.977, 2.895, -3.271], [-1.731, 2.819, -1.941], [-2.804, 3.889, -1.858], [-0.261, 3.267, -0.711], [-0.879, 4.232, 0.380], [0.682, 4.005, -1.587], [0.179, 1.945, -0.030], [-2.376, 1.060, -1.842], [-3.552, 1.111, -2.917], [-2.888, 0.681, -0.483], [-1.188, 0.289, -2.391], [-0.115, 3.472, -3.082], [-1.572, 3.302, -3.991], [-0.686, 1.942, -3.539], [-2.382, 4.894, -1.928], [-3.304, 3.799, -0.895], [-3.539, 3.745, -2.654], [-0.579, 5.138, 0.254], [-4.303, 0.548, -2.712], [2.325, -7.223, 1.978], [0.942, -6.806, 0.431], [-0.651, -7.658, 0.601], [-1.729, -7.404, -0.250], [-2.915, -8.093, -0.106], [-3.045, -9.047, 0.902], [-1.986, -9.301, 1.751], [-0.789, -8.606, 1.602], [1.576, -7.360, -1.187], [0.825, -8.123, -2.079], [1.377, -8.560, -3.278], [2.689, -8.256, -3.596], [3.454, -7.523, -2.700], [2.901, -7.090, -1.510], [0.428, -5.066, 0.267], [1.001, -3.822, -0.070], [0.007, -2.938, 0.067], [-1.080, -3.525, 0.486], [-0.846, -4.827, 0.629], [2.608, -3.099, -0.504], [2.666, -0.942, -0.517], [3.797, -3.714, 0.705], [4.971, -4.379, 0.356], [5.869, -4.790, 1.331], [5.606, -4.525, 2.664], [4.450, -3.848, 3.022], [3.554, -3.445, 2.050], [3.057, -3.693, -2.147], [2.091, -4.314, -2.931], [2.370, -4.684, -4.240], [3.619, -4.431, -4.776], [4.585, -3.787, -4.010], [4.303, -3.409, -2.710], [-1.647, -6.647, -1.019], [-3.744, -7.882, -0.766], [-3.977, -9.583, 1.022], [-2.083, -10.035, 2.538], [0.044, -8.793, 2.267], [-0.195, -8.394, -1.849], [0.777, -9.152, -3.955], [3.120, -8.600, -4.527], [4.487, -7.292, -2.926], [3.518, -6.575, -0.797], [5.191, -4.591, -0.677], [6.768, -5.316, 1.044], [6.300, -4.851, 3.427], [4.238, -3.645, 4.061], [2.654, -2.916, 2.352], [1.111, -4.521, -2.517], [1.611, -5.177, -4.831], [3.845, -4.721, -5.793], [5.555, -3.562, -4.431], [5.051, -2.863, -2.151], [-2.414, 0.062, 4.143], [-1.533, 1.076, 2.513], [0.273, 1.405, 3.553], [-1.983, -0.930, 4.235], [-3.480, -0.018, 3.960], [-2.246, 0.645, 5.044], [0.076, 2.039, 4.412], [0.955, 1.902, 2.866], [0.700, 0.456, 3.870]], "de_lowest_kj_mol": 132.32, "charge": 0, "homo_lumo_gap_ev": 7.31, "spin_multiplicity": 1}



{"formula": "C30H34BrN2OZr", "method": "wB97M-V/def2-TZVPD", "elements": ["Zr", "C", "C", "C", "C", "C", "C", "H", "H", "H", "H", "H", "H", "C", "C", "C", "C", "N", "C", "C", "C", "C", "C", "C", "N", "H", "H", "H", "H", "H", "H", "H", "H", "C", "C", "C", "C", "C", "C", "C", "Br", "C", "O", "C", "C", "C", "C", "C", "C", "H", "H", "H", "H", "H", "H", "H", "H", "H", "H", "H", "H", "H", "H", "H", "H", "H", "H", "H", "H"], "positions_angstrom": [[-1.943, 1.127, 0.784], [-4.302, 2.024, -0.303], [-4.127, 2.878, 0.795], [-4.099, 2.353, 2.089], [-4.238, 0.973, 2.284], [-4.408, 0.117, 1.186], [-4.442, 0.643, -0.111], [-4.355, 2.434, -1.304], [-4.043, 3.947, 0.642], [-3.987, 3.012, 2.942], [-4.240, 0.570, 3.289], [-4.546, -0.948, 1.340], [-4.595, -0.011, -0.961], [0.326, 5.019, 0.979], [1.016, 4.941, 2.179], [0.841, 3.829, 2.992], [-0.008, 2.817, 2.593], [-0.675, 2.885, 1.410], [-0.505, 3.976, 0.634], [-0.251, 1.592, 3.386], [0.405, 1.286, 4.563], [0.125, 0.087, 5.207], [-0.797, -0.788, 4.649], [-1.415, -0.422, 3.474], [-1.165, 0.748, 2.861], [0.429, 5.868, 0.319], [1.682, 5.738, 2.485], [1.367, 3.763, 3.933], [-1.048, 4.003, -0.301], [1.137, 1.962, 4.980], [0.631, -0.163, 6.130], [-1.031, -1.736, 5.114], [-2.128, -1.088, 2.999], [2.003, -0.512, -5.633], [2.276, -1.470, -4.474], [1.885, -2.894, -4.902], [3.774, -1.423, -4.132], [1.474, -1.102, -3.231], [0.592, -0.018, -3.214], [-0.081, 0.206, -2.043], [-1.369, 1.669, -1.915], [0.039, -0.547, -0.890], [-0.749, -0.170, 0.177], [0.920, -1.628, -0.874], [1.607, -1.862, -2.061], [1.115, -2.492, 0.378], [1.647, -1.615, 1.524], [2.135, -3.608, 0.135], [-0.214, -3.154, 0.773], [2.600, -0.815, -6.492], [2.285, 0.515, -5.391], [0.957, -0.535, -5.946], [2.451, -3.174, -5.790], [0.823, -2.954, -5.145], [2.104, -3.630, -4.127], [4.354, -1.686, -5.016], [4.040, -2.128, -3.344], [4.075, -0.422, -3.817], [0.450, 0.613, -4.079], [2.295, -2.693, -2.087], [2.601, -1.160, 1.250], [1.814, -2.232, 2.408], [0.952, -0.816, 1.792], [3.119, -3.215, -0.121], [1.810, -4.290, -0.652], [2.244, -4.194, 1.048], [-0.985, -2.425, 1.031], [-0.055, -3.798, 1.639], [-0.593, -3.777, -0.038]], "de_lowest_kj_mol": 0.00, "charge": 3, "homo_lumo_gap_ev": 5.65, "spin_multiplicity": 1}



{"formula": "C30H34N2O3", "method": "wB97M-V/def2-TZVPD", "elements": ["C", "C", "C", "C", "C", "C", "O", "C", "O", "O", "H", "H", "H", "H", "H", "H", "H", "H", "H", "C", "C", "N", "C", "C", "C", "C", "C", "C", "C", "C", "C", "C", "N", "C", "C", "C", "C", "C", "C", "C", "C", "C", "C", "C", "H", "H", "H", "H", "H", "H", "H", "H", "H", "H", "H", "H", "H", "H", "H", "H", "H", "H", "H", "H", "H", "H", "H", "H", "H"], "positions_angstrom": [[2.541, 0.640, 3.081], [1.855, -0.684, 3.244], [0.389, -0.706, 3.444], [-0.335, -1.760, 2.772], [-1.817, -1.579, 2.499], [-2.398, -0.724, 3.594], [-1.673, 0.543, 3.749], [-0.328, 0.585, 3.611], [0.193, 1.704, 3.603], [2.541, -1.705, 3.084], [1.793, 1.452, 3.160], [3.332, 0.755, 3.841], [2.997, 0.634, 2.078], [0.235, -2.179, 1.926], [-0.284, -2.564, 3.695], [-1.997, -1.155, 1.503], [-2.292, -2.564, 2.512], [-3.431, -0.429, 3.382], [-2.357, -1.231, 4.573], [6.076, -2.939, 5.281], [6.349, -4.178, 4.437], [5.122, -4.720, 3.920], [5.047, -5.546, 2.732], [3.532, -5.757, 2.514], [2.892, -4.974, 3.610], [1.604, -4.546, 3.843], [1.358, -3.600, 4.873], [-0.007, -3.023, 4.857], [-0.446, -2.214, 6.035], [-1.690, -2.612, 6.602], [-2.184, -1.971, 7.726], [-1.384, -0.961, 8.283], [-2.005, -0.388, 9.341], [-1.495, 0.783, 9.996], [0.026, 0.826, 9.886], [0.555, 0.563, 8.463], [-0.156, -0.542, 7.770], [0.294, -1.166, 6.604], [-3.348, -0.900, 9.525], [-3.444, -2.069, 8.515], [2.362, -3.292, 5.813], [3.688, -3.626, 5.542], [3.908, -4.458, 4.437], [4.890, -3.114, 6.250], [6.981, -2.678, 5.838], [5.850, -2.104, 4.603], [7.006, -3.942, 3.588], [6.858, -4.942, 5.050], [5.517, -5.042, 1.875], [5.572, -6.499, 2.888], [3.219, -5.396, 1.529], [3.285, -6.823, 2.565], [0.778, -4.921, 3.236], [-0.720, -3.879, 4.766], [-2.226, -3.456, 6.167], [-1.929, 1.694, 9.544], [-1.819, 0.742, 11.043], [0.380, 1.799, 10.230], [0.442, 0.066, 10.560], [0.456, 1.478, 7.860], [1.624, 0.329, 8.508], [1.254, -0.850, 6.178], [-3.500, -1.222, 10.565], [-4.101, -0.121, 9.310], [-4.337, -1.974, 7.891], [-3.527, -3.019, 9.054], [2.106, -2.788, 6.746], [5.180, -3.806, 7.054], [4.654, -2.154, 6.715]], "de_lowest_kj_mol": 406.38, "charge": 0, "homo_lumo_gap_ev": 5.95, "spin_multiplicity": 1}



{"formula": "C30H34N5O3PbS2", "method": "wB97M-V/def2-TZVPD", "elements": ["Pb", "C", "C", "C", "C", "C", "C", "C", "C", "C", "C", "H", "H", "H", "H", "H", "H", "H", "H", "H", "H", "H", "H", "H", "H", "H", "O", "S", "O", "O", "C", "N", "C", "C", "C", "N", "C", "C", "C", "N", "C", "C", "H", "H", "H", "H", "H", "H", "C", "C", "C", "C", "C", "C", "N", "H", "H", "H", "H", "H", "H", "H", "H", "S", "C", "N", "C", "C", "C", "C", "H", "H", "H", "H", "H"], "positions_angstrom": [[1.143, -0.329, -0.474], [2.250, 1.667, 1.258], [3.168, 1.800, 0.197], [3.935, 0.620, 0.132], [3.448, -0.295, 1.125], [2.381, 0.332, 1.808], [1.835, -0.076, 3.150], [4.141, -1.556, 1.533], [5.146, 0.396, -0.717], [3.391, 3.029, -0.641], [1.388, 2.739, 1.845], [2.459, 0.345, 3.945], [1.840, -1.158, 3.282], [0.817, 0.290, 3.307], [4.922, -1.329, 2.267], [4.621, -2.044, 0.683], [3.458, -2.269, 2.003], [6.053, 0.605, -0.139], [5.155, 1.054, -1.588], [5.208, -0.637, -1.063], [4.262, 3.587, -0.290], [2.534, 3.701, -0.602], [3.568, 2.771, -1.687], [1.914, 3.217, 2.682], [0.448, 2.342, 2.237], [1.162, 3.521, 1.118], [-9.199, 3.531, -0.416], [-8.020, 3.011, 0.238], [-7.764, 1.622, -0.096], [-8.052, 3.202, 1.685], [-6.562, 3.985, -0.285], [-6.687, 5.301, -0.495], [-5.563, 5.960, -0.755], [-4.319, 5.343, -0.786], [-4.293, 3.988, -0.523], [-5.411, 3.302, -0.285], [-3.061, 3.156, -0.466], [-1.884, 3.467, -1.140], [-0.830, 2.573, -1.091], [-0.889, 1.420, -0.420], [-2.016, 1.137, 0.252], [-3.112, 1.965, 0.259], [-5.662, 7.026, -0.935], [-3.418, 5.911, -0.988], [-1.794, 4.374, -1.725], [0.099, 2.774, -1.624], [-2.034, 0.188, 0.783], [-4.023, 1.701, 0.781], [-1.534, -1.455, -2.497], [-1.647, -2.127, -1.184], [-2.761, -2.904, -0.692], [-2.427, -3.307, 0.557], [-1.111, -2.774, 0.819], [-0.314, -2.902, 2.062], [-0.649, -2.071, -0.248], [-2.448, -1.585, -3.074], [-0.694, -1.865, -3.070], [-1.360, -0.382, -2.363], [-3.676, -3.112, -1.233], [-3.022, -3.903, 1.236], [-0.230, -3.946, 2.372], [-0.807, -2.366, 2.878], [0.685, -2.489, 1.926], [2.846, -2.074, -2.111], [2.937, -3.706, -1.614], [1.868, -4.354, -1.094], [1.878, -5.656, -0.694], [3.008, -6.394, -0.796], [4.155, -5.779, -1.340], [4.117, -4.472, -1.749], [1.017, -3.817, -1.015], [0.945, -6.049, -0.311], [3.019, -7.430, -0.486], [5.070, -6.351, -1.435], [4.981, -3.989, -2.183]], "de_lowest_kj_mol": 31.88, "charge": 1, "homo_lumo_gap_ev": [4.31, 3.12], "spin_multiplicity": 1}



{"formula": "C30H35BN12O3PbS", "method": "wB97M-V/def2-TZVPD", "elements": ["Pb", "C", "C", "N", "N", "C", "B", "N", "C", "C", "C", "N", "N", "C", "C", "C", "N", "N", "C", "C", "C", "N", "H", "H", "H", "H", "H", "H", "H", "H", "H", "H", "H", "H", "C", "C", "C", "C", "C", "C", "C", "S", "O", "O", "N", "C", "C", "C", "C", "C", "N", "H", "H", "H", "H", "H", "H", "H", "H", "H", "H", "H", "C", "N", "C", "C", "C", "N", "C", "C", "O", "H", "H", "H", "H", "H", "H", "H", "H", "H", "H", "H", "H"], "positions_angstrom": [[-0.559, 0.365, 0.374], [-3.213, -2.994, 1.763], [-2.012, -2.520, 1.259], [-2.138, -1.243, 0.900], [-3.408, -0.873, 1.148], [-4.072, -1.915, 1.674], [-3.965, 0.541, 0.816], [-3.279, 1.572, 1.724], [-3.787, 2.617, 2.397], [-2.764, 3.246, 3.075], [-1.627, 2.525, 2.734], [-1.947, 1.529, 1.910], [-3.602, 0.918, -0.635], [-4.389, 1.269, -1.663], [-3.591, 1.661, -2.720], [-2.295, 1.531, -2.241], [-2.313, 1.087, -0.986], [-5.471, 0.510, 1.008], [-6.218, 0.687, 2.118], [-7.544, 0.449, 1.791], [-7.516, 0.091, 0.428], [-6.274, 0.083, 0.020], [-3.433, -3.972, 2.139], [-1.081, -3.035, 1.120], [-5.100, -1.858, 1.962], [-4.823, 2.880, 2.353], [-2.836, 4.102, 3.711], [-0.614, 2.680, 3.044], [-5.458, 1.207, -1.599], [-3.903, 2.006, -3.683], [-1.362, 1.741, -2.726], [-5.792, 0.953, 3.065], [-8.400, 0.464, 2.435], [-8.322, -0.211, -0.211], [6.174, -0.408, -5.941], [5.066, -0.227, -4.991], [3.800, 0.221, -5.419], [2.737, 0.288, -4.555], [2.912, -0.074, -3.195], [4.193, -0.475, -2.743], [5.245, -0.511, -3.620], [1.913, 1.164, -2.033], [1.005, 2.034, -2.672], [2.623, 1.528, -0.872], [1.751, -0.418, -2.304], [0.629, -1.126, -2.745], [0.665, -1.897, -3.902], [-0.438, -2.680, -4.202], [-1.539, -2.638, -3.357], [-1.487, -1.811, -2.248], [-0.427, -1.067, -1.939], [5.834, -0.458, -6.972], [6.774, -1.287, -5.707], [6.850, 0.446, -5.853], [3.655, 0.490, -6.456], [1.761, 0.607, -4.891], [4.310, -0.753, -1.706], [6.226, -0.800, -3.271], [1.535, -1.893, -4.537], [-0.437, -3.297, -5.088], [-2.417, -3.230, -3.556], [-2.323, -1.730, -1.572], [2.979, 2.381, 2.412], [3.199, 1.183, 3.174], [4.203, 1.257, 4.210], [4.721, -0.130, 4.550], [3.520, -1.003, 4.874], [2.590, -0.987, 3.769], [1.715, -2.117, 3.618], [2.426, 0.084, 2.936], [1.617, 0.053, 2.003], [3.913, 2.708, 1.952], [2.629, 3.182, 3.069], [2.246, 2.192, 1.629], [3.773, 1.732, 5.103], [5.011, 1.903, 3.856], [5.399, -0.084, 5.400], [5.266, -0.546, 3.700], [3.023, -0.639, 5.783], [3.822, -2.037, 5.060], [2.280, -3.042, 3.736], [1.251, -2.081, 2.633], [0.928, -2.100, 4.378]], "de_lowest_kj_mol": 75.42, "charge": 3, "homo_lumo_gap_ev": [4.56, 2.60], "spin_multiplicity": 2}